i:
ORCA calculation (ωB97M-V/def2-TZVPD) on C14H14FN3O4S in the gas phase.

Last column: natural (NBO) charge in e.
CARTESIAN COORDINATES (ANGSTROEM)
C: 0.045 3.389 1.425  -0.721
S: -0.367 1.684 0.974  0.285
C: 0.996 0.865 1.687  0.268
N: 1.927 1.578 2.234  -0.356
N: 2.996 0.984 2.759  -0.185
C: 3.104 -0.300 2.790  0.116
C: 4.320 -0.923 3.375  -0.642
C: 2.072 -1.200 2.265  0.621
O: 2.064 -2.407 2.337  -0.581
N: 1.016 -0.503 1.650  -0.447
C: 0.013 -1.262 0.944  0.068
O: -0.146 -0.806 -0.382  -0.506
C: 0.897 -0.943 -1.214  0.773
O: 1.929 -1.480 -0.928  -0.569
C: 0.613 -0.319 -2.578  -0.171
O: -0.446 0.595 -2.590  -0.483
C: -1.735 0.156 -2.479  0.299
C: -2.694 1.162 -2.361  -0.236
C: -4.033 0.850 -2.265  -0.258
C: -4.411 -0.482 -2.288  0.364
F: -5.721 -0.798 -2.190  -0.326
C: -3.480 -1.495 -2.404  -0.252
C: -2.136 -1.175 -2.501  -0.281
H: 0.999 3.650 0.982  0.242
H: -0.753 4.008 1.028  0.228
H: 0.099 3.469 2.505  0.238
H: 4.826 -1.514 2.613  0.233
H: 4.985 -0.154 3.753  0.236
H: 4.032 -1.604 4.175  0.233
H: 0.347 -2.309 0.973  0.249
H: -0.971 -1.140 1.406  0.213
H: 0.478 -1.131 -3.307  0.207
H: 1.502 0.248 -2.871  0.235
H: -2.361 2.187 -2.346  0.228
H: -4.782 1.619 -2.171  0.232
H: -3.805 -2.523 -2.418  0.230
H: -1.420 -1.977 -2.582  0.217

Its gap between HOMO and LUMO is 9.045 eV. Its highest occupied orbital energy is -8.784 eV. As for the charge: 0. Its SMILES is CSc1nnc(C)c(=O)n1COC(=O)COc1ccc(F)cc1.

ii:
ORCA calculation (ωB97M-V/def2-TZVPD) on C14H14FN3O4S in the gas phase.

Last column: natural (NBO) charge in e.
CARTESIAN COORDINATES (ANGSTROEM)
C: -3.238 3.074 -0.736  -0.624
C: -4.462 2.387 -0.162  -0.071
O: -4.120 1.023 0.112  -0.514
C: -5.112 0.207 0.448  0.809
O: -6.265 0.526 0.529  -0.583
C: -4.601 -1.207 0.725  -0.563
C: -3.168 -1.364 0.402  0.076
N: -2.230 -1.465 1.266  -0.236
N: -1.009 -1.563 0.762  -0.333
C: -0.979 -1.539 -0.527  0.241
N: 0.129 -1.614 -1.314  -0.634
C: 1.463 -1.738 -0.959  0.666
O: 2.298 -1.787 -1.823  -0.551
C: 1.753 -1.805 0.529  -0.181
O: 3.125 -1.911 0.790  -0.477
C: 3.939 -0.854 0.498  0.301
C: 5.304 -1.085 0.676  -0.232
C: 6.224 -0.087 0.439  -0.258
C: 5.771 1.152 0.020  0.362
F: 6.666 2.139 -0.215  -0.329
C: 4.427 1.405 -0.163  -0.250
C: 3.507 0.399 0.078  -0.282
S: -2.577 -1.384 -1.260  0.311
H: -2.938 2.594 -1.664  0.212
H: -2.413 3.016 -0.031  0.216
H: -3.464 4.117 -0.933  0.221
H: -5.303 2.405 -0.863  0.195
H: -4.784 2.859 0.773  0.191
H: -4.751 -1.413 1.787  0.275
H: -5.219 -1.899 0.148  0.254
H: -0.027 -1.592 -2.316  0.423
H: 1.291 -0.952 1.042  0.223
H: 1.300 -2.714 0.935  0.242
H: 5.619 -2.063 1.001  0.228
H: 7.281 -0.257 0.571  0.230
H: 4.104 2.380 -0.492  0.226
H: 2.460 0.609 -0.076  0.213

Its gap between HOMO and LUMO is 8.597 eV. Its highest occupied orbital energy is -8.428 eV. As for the charge: 0. Its SMILES is CCOC(=O)Cc1nnc(NC(=O)COc2ccc(F)cc2)s1.

The relative energies come out as i 0.499; ii 0.000, with values in eV.

i:
ORCA calculation (ωB97M-V/def2-TZVPD) on 2 unconnected molecules or ions with the total composition C2H6O2Si.

Last column: natural (NBO) charge in e.
CARTESIAN COORDINATES (ANGSTROEM)
C: -0.897 1.560 -0.050  -0.297
C: 0.253 1.237 0.528  -0.721
Si: 1.620 0.282 -0.330  1.806
O: 2.632 -0.578 0.383  -1.158
H: -1.693 2.062 0.479  0.199
H: -1.099 1.329 -1.085  0.190
H: 0.395 1.479 1.576  0.231
H: 1.525 0.495 -1.766  -0.252
O: -0.892 -2.245 0.105  -0.952
H: -1.656 -2.762 -0.167  0.474
H: -0.187 -2.857 0.327  0.480

Its gap between HOMO and LUMO is 10.269 eV. Its highest occupied orbital energy is -10.221 eV. As for the charge: 0. Its SMILES is C=C[SiH]=O.O.

ii:
ORCA calculation (ωB97M-V/def2-TZVPD) on 2 unconnected molecules or ions with the total composition C2H6O2Si.

Last column: natural (NBO) charge in e.
CARTESIAN COORDINATES (ANGSTROEM)
O: -1.357 2.884 1.848  -1.176
Si: -1.105 1.559 1.168  1.988
O: 0.115 0.555 1.511  -1.109
H: -1.834 0.717 0.161  -0.225
H: 0.768 0.824 2.229  0.526
C: 0.362 -0.462 -1.150  -0.394
C: 0.796 -1.718 -1.191  -0.394
H: 0.921 0.366 -0.684  0.202
H: -0.681 -0.178 -1.587  0.189
H: 1.767 -1.933 -0.767  0.190
H: 0.247 -2.614 -1.537  0.203

Its gap between HOMO and LUMO is 10.551 eV. Its highest occupied orbital energy is -10.261 eV. As for the charge: 0. Its SMILES is O=[SiH]O.C=C.

The relative energies come out as i 0.694; ii 0.000, with values in eV.

i:
ORCA calculation (ωB97M-V/def2-TZVPD) on CH4NOP in the gas phase.

Last column: natural (NBO) charge in e.
CARTESIAN COORDINATES (ANGSTROEM)
H: -0.235 -2.610 1.362  0.311
N: 0.508 -1.811 1.173  -0.516
C: -0.306 -0.563 0.198  -0.364
P: 0.545 0.966 0.079  0.936
O: -0.065 1.694 -1.219  -0.993
H: -1.299 -0.596 0.237  0.164
H: 1.719 0.717 -0.610  -0.044
H: -0.866 2.203 -1.219  0.506

Its gap between HOMO and LUMO (alpha / beta) is 8.016 / 8.770 eV. Its highest occupied orbital energy (alpha / beta) is -8.257 / -9.276 eV. As for the charge: 0. Its SMILES is [H]/N=C/PO.

ii:
ORCA calculation (ωB97M-V/def2-TZVPD) on 2 unconnected molecules or ions with the total composition CH4NOP.

Last column: natural (NBO) charge in e.
CARTESIAN COORDINATES (ANGSTROEM)
C: 0.797 1.198 1.176  -0.241
N: 1.344 0.097 0.820  0.085
O: 2.494 -0.279 1.038  -0.251
P: -0.914 -0.928 -0.864  0.090
H: -0.162 1.579 0.909  0.209
H: 1.357 1.796 1.937  0.186
H: 0.140 -1.675 -1.358  -0.041
H: -0.976 0.296 -1.659  -0.037

Its gap between HOMO and LUMO (alpha / beta) is 8.848 / 7.785 eV. Its highest occupied orbital energy (alpha / beta) is -9.982 / -8.905 eV. As for the charge: 0.

The relative energies come out as i 0.000; ii 0.287, with values in eV.

i:
ORCA calculation (ωB97M-V/def2-TZVPD) on a gas-phase ion, CH3O2S2 (charge -1).

Last column: natural (NBO) charge in e.
CARTESIAN COORDINATES (ANGSTROEM)
C: 0.018 0.438 -0.282  -0.810
O: -0.163 2.252 1.601  -1.062
O: 1.160 0.238 2.193  -1.047
S: 1.040 -1.016 -0.423  -0.136
S: -0.107 0.771 1.627  1.470
H: 0.648 1.195 -0.801  0.209
H: -1.186 0.414 -0.606  0.212
H: 1.615 -0.487 0.575  0.164

Its gap between HOMO and LUMO is 6.899 eV. Its highest occupied orbital energy is -3.302 eV. As for the charge: -1.

ii:
ORCA calculation (ωB97M-V/def2-TZVPD) on 2 unconnected molecules or ions with the total composition CH3O2S2.

Last column: natural (NBO) charge in e.
CARTESIAN COORDINATES (ANGSTROEM)
C: -1.223 -0.158 -0.300  -0.680
O: 2.547 -0.449 -0.408  -0.882
O: 2.177 1.506 0.973  -0.874
S: -2.843 -0.170 0.481  -0.576
S: 1.820 0.070 0.768  1.567
H: -0.147 -0.197 0.286  0.079
H: -1.150 0.494 -1.075  0.177
H: -1.182 -1.096 -0.726  0.189

Its gap between HOMO and LUMO (alpha / beta) is 5.052 / 5.050 eV. Its highest occupied orbital energy (alpha / beta) is -2.911 / -2.910 eV. As for the charge: -1.

The relative energies come out as i 0.000; ii 0.596, with values in eV.

i:
ORCA calculation (ωB97M-V/def2-TZVPD) on 5 unconnected molecules or ions with the total composition CH12N2O4.

Last column: natural (NBO) charge in e.
CARTESIAN COORDINATES (ANGSTROEM)
H: 1.317 1.429 0.431  0.396
N: 0.358 0.998 0.420  -0.846
C: 0.353 -0.015 1.250  0.308
N: -0.680 -0.846 1.459  -0.800
H: 1.272 -0.199 1.888  0.183
H: -1.565 -0.870 1.046  0.433
H: -0.362 -1.744 1.948  0.392
O: 1.556 -0.446 -1.867  -0.982
H: 1.163 -1.058 -2.544  0.479
H: 0.857 -0.201 -1.236  0.497
O: -3.006 -0.889 -0.226  -0.989
H: -3.684 -1.265 -0.923  0.483
H: -2.657 -0.120 -0.630  0.502
O: -1.964 1.605 -0.818  -1.026
H: -1.167 1.402 -0.204  0.500
H: -2.314 2.461 -0.536  0.473
O: 3.283 0.207 0.394  -0.974
H: 4.219 -0.001 0.487  0.470
H: 3.020 -0.449 -0.338  0.501

Its gap between HOMO and LUMO is 10.222 eV. Its highest occupied orbital energy is -9.536 eV. As for the charge: 0. Its SMILES is [H]/N=C/N.O.O.O.O.

ii:
ORCA calculation (ωB97M-V/def2-TZVPD) on 5 unconnected molecules or ions with the total composition CH12N2O4.

Last column: natural (NBO) charge in e.
CARTESIAN COORDINATES (ANGSTROEM)
H: 0.068 -2.265 1.118  0.330
N: -0.646 -1.588 1.199  -0.682
C: 0.013 -0.553 1.546  0.235
N: -0.732 0.693 1.732  -0.876
H: 1.063 -0.509 2.113  0.173
H: -1.719 0.700 1.499  0.405
H: -0.258 1.364 2.335  0.414
O: 1.122 3.046 1.805  -0.947
H: 1.574 3.658 1.230  0.468
H: 1.249 2.384 1.018  0.476
O: 3.149 -0.940 -0.730  -0.942
H: 2.458 -0.293 -0.846  0.473
H: 2.817 -1.804 -0.664  0.471
O: -3.570 -2.926 -2.972  -0.924
H: -2.923 -3.601 -3.378  0.462
H: -4.094 -2.815 -3.823  0.462
O: 0.489 2.033 -1.056  -0.949
H: 0.295 1.148 -0.709  0.473
H: -0.353 2.267 -1.417  0.478

Its gap between HOMO and LUMO is 9.939 eV. Its highest occupied orbital energy is -9.478 eV. As for the charge: 0. Its SMILES is [H]/N=C/N.O.O.O.O.

The relative energies come out as i 0.000; ii 1.594, with values in eV.

i:
ORCA calculation (ωB97M-V/def2-TZVPD) on 5 unconnected molecules or ions with the total composition CH12N2O4.

Last column: natural (NBO) charge in e.
CARTESIAN COORDINATES (ANGSTROEM)
H: -2.577 -1.053 0.956  0.353
N: -2.065 -0.982 0.076  -0.803
C: -1.617 0.217 0.005  0.319
N: -0.384 0.505 -0.512  -0.796
H: -2.151 1.183 -0.012  0.142
H: 0.045 -0.100 -1.202  0.398
H: -0.057 1.456 -0.598  0.389
O: 1.509 -1.153 2.159  -0.957
H: 1.239 -1.618 1.352  0.493
H: 1.744 -1.937 2.662  0.462
O: 0.991 2.547 -3.857  -0.930
H: 0.181 2.936 -4.154  0.465
H: 1.204 3.078 -3.081  0.465
O: 0.188 -3.104 -0.081  -0.951
H: -0.724 -3.373 -0.059  0.489
H: 0.695 -3.922 -0.025  0.463
O: 0.608 1.955 2.035  -0.948
H: 0.783 1.094 2.437  0.489
H: -0.032 2.288 2.678  0.458

Its gap between HOMO and LUMO is 9.326 eV. Its highest occupied orbital energy is -8.633 eV. As for the charge: 0. Its SMILES is [H]/N=C/N.O.O.O.O.

ii:
ORCA calculation (ωB97M-V/def2-TZVPD) on 5 unconnected molecules or ions with the total composition CH12N2O4.

Last column: natural (NBO) charge in e.
CARTESIAN COORDINATES (ANGSTROEM)
H: 4.175 -2.004 -1.218  0.332
N: 3.377 -1.321 -1.303  -0.683
C: 2.772 -1.561 -0.211  0.251
N: 1.595 -0.878 0.192  -0.852
H: 3.429 -2.002 0.574  0.158
H: 1.252 -0.037 -0.360  0.402
H: 1.220 -0.984 1.103  0.392
O: -0.213 5.226 0.122  -0.936
H: -1.092 5.576 -0.136  0.464
H: 0.059 4.820 -0.702  0.472
O: -4.947 -3.026 1.124  -0.921
H: -5.778 -2.760 0.668  0.462
H: -4.583 -2.166 1.100  0.459
O: -1.200 -4.789 3.481  -0.926
H: -0.719 -5.429 2.932  0.461
H: -1.948 -4.688 2.904  0.465
O: 0.674 5.406 -3.137  -0.954
H: 0.983 6.059 -3.777  0.483
H: 0.943 4.557 -3.355  0.471

Its gap between HOMO and LUMO is 9.925 eV. Its highest occupied orbital energy is -9.385 eV. As for the charge: 0. Its SMILES is [H]/N=C/N.O.O.O.O.

The relative energies come out as i 0.000; ii 0.233, with values in eV.